C5H6BrCl | ωB97M-V/def2-TZVPD

Frontier orbital gap ... 8.2 eV
HOMO level ... -7.967 eV
LUMO energy ... 0.251 eV
Molar mass ... 181.46 g mol⁻¹
E_tot ... -87842.6591 eV

The geometry in ORCA input format:
```
! RIJCOSX wB97M-V def2-TZVPD def2/J DEFGRID3
* xyz 0 1
C -1.3314 0.4079 0.6902
C -0.8922 1.1012 -0.6511
C 0.8422 -1.2973 -0.4798
C 1.3310 -0.2929 0.4892
C 0.0998 0.4818 0.3386
Cl 0.1136 -2.7348 -0.0398
Br 2.8919 0.8050 0.0256
H -1.7797 1.1671 1.4950
H -1.8003 -0.5646 0.6276
H -1.0862 0.6707 -1.7434
H -1.0283 2.1527 -0.6591
H 1.0295 -1.2318 -1.5996
H 1.6102 -0.6650 1.5067
*
```



C5H6BrF | ωB97M-V/def2-TZVPD

Frontier orbital gap ... 9.6 eV
SMILES ... C=C(F)/C(Br)=C/C
HOMO level ... -8.903 eV
LUMO energy ... 0.706 eV
Molar mass ... 165.01 g mol⁻¹
E_tot ... -78040.2123 eV

The geometry in ORCA input format:
```
! RIJCOSX wB97M-V def2-TZVPD def2/J DEFGRID3
* xyz 0 1
C -0.9336 -2.4200 0.2640
C 0.8854 0.7448 -0.1876
C 0.0256 -1.5542 -0.0605
C -0.2104 -0.0283 -0.1421
C 0.5912 2.2079 0.0461
F 1.2489 -1.9772 -0.2552
Br -2.0177 0.5670 -0.0864
H -0.9432 -3.5379 0.3316
H -1.8872 -2.0013 0.3327
H 1.8916 0.3204 -0.2965
H -0.3849 2.2891 0.6814
H 0.3928 2.4995 -1.0434
H 1.3415 2.8902 0.4159
*
```



C5H6BrF2N2O | ωB97M-V/def2-TZVPD

Frontier orbital gap (alpha / beta) ... 9.4 / 5.1 eV
HOMO level (alpha / beta) ... -13.436 / -10.907 eV
LUMO energy (alpha / beta) ... -4.066 / -5.839 eV
Molar mass ... 228.02 g mol⁻¹
E_tot ... -85774.6116 eV

The geometry in ORCA input format:
```
! RIJCOSX wB97M-V def2-TZVPD def2/J DEFGRID3
* xyz 1 1
C 0.7710 1.6015 -1.3714
C -0.1995 -0.5171 0.0068
C -0.2621 0.6958 0.4363
C 0.4794 -0.8644 -1.3639
C -1.6914 -0.6443 3.1711
N 0.4268 1.7252 -0.1194
N 0.6876 0.4700 -2.0243
O 1.7220 -1.3731 -0.9588
F -2.2029 0.2367 2.2706
F -2.3728 -1.5680 3.8159
Br -1.1934 -1.9451 0.6203
H 0.9784 2.5785 -1.9561
H -0.1812 -1.4977 -2.0174
H -0.8051 -0.2162 3.6783
H 0.4768 2.5979 0.4565
H 1.0589 0.4812 -2.9925
H 2.3076 -1.7611 -1.6519
*
```



C5H6BrFO3 | ωB97M-V/def2-TZVPD

Frontier orbital gap (alpha / beta) ... 6.7 / 9.3 eV
HOMO level (alpha / beta) ... -8.699 / -9.500 eV
LUMO energy (alpha / beta) ... -2.028 / -0.209 eV
Molar mass ... 213.00 g mol⁻¹
E_tot ... -84179.6555 eV

The geometry in ORCA input format:
```
! RIJCOSX wB97M-V def2-TZVPD def2/J DEFGRID3
* xyz 0 1
C 2.7585 0.9173 0.1030
C 0.6420 -1.0185 -0.8001
C 0.4373 0.3379 -0.3210
C 3.6336 -0.1384 0.5306
C -0.9387 0.3706 0.4272
O 2.9711 1.7382 -0.8004
O 1.4356 0.6966 0.6726
O -1.2217 1.5601 1.0410
F 3.5843 -0.9968 1.5615
Br 5.3286 -0.0088 -0.1632
H 0.0105 -1.6083 -1.3310
H 1.4493 -1.5229 -0.3950
H 0.4317 0.9894 -1.1095
H -0.7733 -0.5174 0.9991
H -1.7306 0.1365 -0.2621
H -0.5326 1.5816 1.8098
*
```



C5H6BrNO2S | ωB97M-V/def2-TZVPD

Frontier orbital gap ... 10.1 eV
SMILES ... CS(C)(=O)=NC(=O)C#CBr
HOMO level ... -9.609 eV
LUMO energy ... 0.456 eV
Molar mass ... 224.08 g mol⁻¹
E_tot ... -91740.2381 eV

The geometry in ORCA input format:
```
! RIJCOSX wB97M-V def2-TZVPD def2/J DEFGRID3
* xyz 0 1
C -1.6074 2.5172 3.1750
C -2.1818 2.2565 4.2038
C -0.9235 2.3497 1.8916
C -0.7747 -0.9487 0.5266
C 0.7031 1.1515 -0.8066
N -1.5164 1.3439 1.2001
O 0.0125 2.9821 1.4219
O -1.8353 0.8159 -1.2356
S -0.9195 0.7569 -0.1405
Br -2.8061 1.7004 5.8201
H -1.4909 -1.6941 0.2812
H 0.2520 -1.3031 0.2934
H -0.9881 -0.7345 1.5800
H 0.5199 1.6675 -1.7396
H 1.4888 1.5771 -0.1437
H 1.1092 0.2896 -1.2216
*
```



C5H6Cl2N4 | ωB97M-V/def2-TZVPD

Frontier orbital gap (alpha / beta) ... 7.3 / 7.8 eV
HOMO level (alpha / beta) ... -8.742 / -8.078 eV
LUMO energy (alpha / beta) ... -1.395 / -0.322 eV
Molar mass ... 193.04 g mol⁻¹
E_tot ... -36282.2075 eV

The geometry in ORCA input format:
```
! RIJCOSX wB97M-V def2-TZVPD def2/J DEFGRID3
* xyz 0 1
C -1.4464 -0.4573 0.0702
C 1.6397 -0.0126 -0.3914
C 1.1070 1.1292 -1.1386
C 0.9442 -0.0354 0.9944
C -2.0284 0.7755 0.0912
N -1.9770 -1.6362 -0.3477
N -1.2393 -2.5531 0.0951
N -0.2047 -2.1345 0.7248
N -0.2429 -0.8270 0.7059
Cl -1.5322 1.9649 1.1760
Cl -3.3071 1.1449 -0.9217
H 1.4424 -0.8648 -1.1074
H 2.6557 0.1253 -0.0630
H 1.2730 2.1516 -0.8313
H 0.7893 0.8826 -2.1902
H 1.4924 -0.5158 1.8013
H 0.6342 0.8627 1.3322
*
```



C5H6Cl2NO2S | ωB97M-V/def2-TZVPD

Frontier orbital gap ... 8.5 eV
HOMO level ... -5.094 eV
LUMO energy ... 3.392 eV
Molar mass ... 215.08 g mol⁻¹
E_tot ... -46748.4171 eV

The geometry in ORCA input format:
```
! RIJCOSX wB97M-V def2-TZVPD def2/J DEFGRID3
* xyz -1 1
C -0.5331 2.7713 -1.4146
C -0.0515 1.6199 -1.0528
C 2.6446 -1.1477 1.2972
C -1.3459 -2.0097 0.2936
C 0.9977 -0.3242 -2.3021
N 0.4668 0.6435 -1.8627
O 2.0677 -1.9455 0.7042
O 3.3423 -0.4463 1.9047
S -1.8155 -1.6309 2.0405
Cl -2.3194 -1.0292 -0.8661
Cl 0.5582 0.5917 1.8667
H -0.6847 3.4874 -0.6779
H -0.5162 3.3259 -2.3859
H -0.1413 1.2074 -0.0233
H -0.3730 -1.5204 0.2472
H -1.5625 -3.0166 0.0479
H -0.7343 -0.5765 2.1834
*
```



C5H6Cl2SSi | ωB97M-V/def2-TZVPD

Frontier orbital gap ... 9.9 eV
SMILES ... C[Si](Cl)(Cl)c1cccs1
HOMO level ... -9.317 eV
LUMO energy ... 0.562 eV
Molar mass ... 197.16 g mol⁻¹
E_tot ... -49042.0755 eV

The geometry in ORCA input format:
```
! RIJCOSX wB97M-V def2-TZVPD def2/J DEFGRID3
* xyz 0 1
C 1.5889 1.9324 -1.0383
C 0.3075 1.6158 -0.5115
C 2.2175 0.7707 -1.4014
C -0.0044 0.2781 -0.5378
C -0.9303 -1.9041 1.7617
Si -1.4994 -0.5318 0.1485
S 1.3530 -0.6518 -1.1078
Cl -2.4606 -1.6670 -1.3357
Cl -2.9029 0.8078 0.5622
H 1.9299 2.8624 -0.9458
H -0.1549 2.3206 0.1288
H 3.2489 0.7640 -1.7946
H -0.3480 -2.6908 1.2034
H -0.4287 -1.5078 2.6769
H -1.9165 -2.3984 2.1914
*
```



C5H6Cl3N2 | ωB97M-V/def2-TZVPD

Frontier orbital gap ... 9.2 eV
HOMO level ... -13.708 eV
LUMO energy ... -4.534 eV
Molar mass ... 200.48 g mol⁻¹
E_tot ... -45819.4731 eV

The geometry in ORCA input format:
```
! RIJCOSX wB97M-V def2-TZVPD def2/J DEFGRID3
* xyz 1 1
C -0.2958 -1.1455 -0.5422
C -0.8590 0.7060 2.4760
C -1.0544 -0.1905 1.5620
C 0.5619 0.9690 0.0494
C 1.0602 0.0939 -1.9772
N -0.3219 -0.1850 0.3150
N 0.3816 -1.1465 -1.7077
Cl -1.0844 -2.7216 -0.2200
Cl 2.8117 0.1201 -1.9868
Cl 0.4808 1.0996 -3.2130
H -1.6549 0.7086 3.1678
H -0.1295 1.5478 2.4136
H -1.8645 -0.8971 1.7840
H 1.5963 0.9318 0.4447
H 0.0841 1.9994 -0.0724
H 0.2878 -1.8899 -2.4933
*
```



Energy relative to the best compared isomer or geometry (same formula, charge and spin) for the records above, in order: 2.828, 0.176, 5.753, 4.942, 3.517, 3.477, 0.000, 0.493, 2.864 eV